[1]
Entry from the Open Molecules 2025 dataset: C48H49BrF4N2PPbS as an isolated structure (the ωB97M-V functional and the def2-TZVPD basis).

Energy above the lowest of the compared OMol25 structures with the same formula, charge and spin = 20.19 kJ/mol
Net charge = -1
E_LUMO (spin up / spin down) = 1.868 / 1.973 eV
HOMO energy (spin up / spin down) = -4.50 / -4.12 eV

Element x y z (Å)
Pb: -3.035 -8.936 -18.941
F: -10.882 -11.218 -13.969
C: -9.866 -11.257 -14.808
C: -9.990 -12.042 -15.963
F: -11.102 -12.741 -16.175
C: -8.887 -12.148 -16.776
F: -9.027 -12.801 -17.941
C: -7.682 -11.474 -16.510
P: -6.391 -11.236 -17.759
C: -5.884 -12.927 -18.221
C: -4.937 -13.042 -19.222
C: -4.554 -14.305 -19.714
C: -5.200 -15.459 -19.233
C: -6.091 -15.354 -18.216
C: -6.394 -14.153 -17.662
C: -7.516 -10.699 -19.124
C: -8.145 -9.448 -18.829
C: -9.089 -8.938 -19.662
C: -9.389 -9.629 -20.819
C: -8.744 -10.818 -21.163
C: -7.832 -11.381 -20.278
C: -7.567 -10.737 -15.336
Br: -6.099 -9.664 -14.890
C: -8.675 -10.614 -14.519
F: -8.678 -9.915 -13.385
H: -4.493 -12.125 -19.640
H: -3.773 -14.445 -20.426
H: -4.936 -16.366 -19.701
H: -6.547 -16.253 -17.749
H: -7.178 -14.082 -16.893
H: -7.857 -8.887 -17.973
H: -9.623 -8.062 -19.331
H: -10.113 -9.120 -21.445
H: -9.019 -11.305 -22.065
H: -7.468 -12.362 -20.442
C: -5.116 -6.566 -17.697
C: -4.412 -5.912 -16.538
C: -3.963 -4.520 -17.065
C: -3.207 -6.588 -15.861
C: -3.135 -6.507 -14.459
C: -1.985 -6.788 -13.761
C: -0.840 -7.069 -14.461
C: -0.857 -7.284 -15.839
C: 0.457 -7.550 -16.571
C: 0.692 -6.558 -17.741
C: 0.491 -9.000 -17.047
C: -2.047 -7.063 -16.582
N: -2.067 -7.081 -17.963
H: -6.013 -5.994 -18.033
H: -5.398 -7.580 -17.384
H: -4.410 -6.648 -18.529
H: -5.120 -5.783 -15.704
H: -3.195 -4.661 -17.867
H: -3.510 -3.949 -16.217
H: -4.780 -3.894 -17.449
H: -4.041 -6.183 -13.904
H: -2.017 -6.616 -12.645
H: 0.092 -7.118 -13.905
H: 1.271 -7.445 -15.855
H: -0.003 -6.841 -18.515
H: 1.718 -6.730 -18.156
H: 0.617 -5.517 -17.421
H: -0.372 -9.261 -17.679
H: 0.394 -9.612 -16.144
H: 1.396 -9.220 -17.586
S: -2.312 -8.104 -21.507
C: -3.932 -7.714 -21.916
C: -4.871 -8.756 -21.944
C: -6.160 -8.477 -22.282
C: -6.517 -7.204 -22.668
C: -5.568 -6.198 -22.698
C: -4.266 -6.472 -22.352
H: -4.597 -9.782 -21.741
H: -6.869 -9.271 -22.448
H: -7.498 -7.069 -23.068
H: -5.858 -5.197 -22.964
H: -3.552 -5.651 -22.294
C: -3.442 -12.172 -15.669
C: -1.983 -11.913 -15.311
C: -1.878 -10.498 -14.720
C: -1.113 -12.300 -16.516
C: -0.448 -13.527 -16.343
C: 0.321 -14.068 -17.349
C: 0.450 -13.385 -18.543
C: -0.167 -12.171 -18.788
C: -0.045 -11.568 -20.206
C: 0.514 -10.175 -20.278
C: -1.342 -11.757 -20.976
C: -1.055 -11.606 -17.769
N: -1.850 -10.557 -17.895
H: -4.093 -12.095 -14.796
H: -3.572 -13.174 -16.074
H: -3.814 -11.431 -16.392
H: -1.774 -12.614 -14.558
H: -2.149 -9.717 -15.453
H: -0.881 -10.195 -14.382
H: -2.542 -10.436 -13.862
H: -0.622 -13.986 -15.394
H: 0.774 -15.019 -17.208
H: 1.002 -13.907 -19.302
H: 0.710 -12.248 -20.677
H: -0.161 -9.399 -19.920
H: 0.725 -9.956 -21.342
H: 1.449 -10.053 -19.776
H: -2.173 -11.318 -20.399
H: -1.557 -12.839 -21.033
H: -1.415 -11.252 -21.994

Mulliken population analysis, charges in e, atoms 1 to 6:
1. Pb 0.70
2. F -0.30
3. C 0.50
4. C 0.36
5. F -0.32
6. C 0.23



[2]
Entry from the Open Molecules 2025 dataset: a 5-piece molecular cluster, C31H51F9NO16 overall (the ωB97M-V functional and the def2-TZVPD basis).

Net charge = -1
E_LUMO = 2.086 eV
HOMO energy = -4.93 eV

Element x y z (Å)
C: -2.962 0.474 -7.270
C: -1.480 -0.148 -7.326
C: -1.104 -1.066 -6.035
C: 0.080 -0.306 -5.263
C: 0.666 -1.086 -3.988
C: -0.481 -1.487 -2.891
N: -0.048 -0.867 -1.607
C: -1.110 -0.832 -0.575
C: -0.351 -0.472 0.828
O: 0.927 0.198 0.638
C: 1.906 -0.625 1.273
C: 2.153 -0.678 2.853
O: 2.587 -1.376 0.526
C: -1.749 -2.302 -0.254
O: -2.862 -2.436 0.380
O: -1.090 -3.479 -0.583
C: -2.343 0.129 -0.887
F: -3.118 0.456 0.284
F: -3.295 -0.528 -1.753
C: -2.016 1.518 -1.601
F: -3.283 2.208 -1.724
F: -1.532 1.413 -2.932
C: -1.050 2.525 -0.826
F: 0.278 2.277 -1.309
F: -1.146 2.509 0.579
C: -1.339 4.072 -1.255
F: -1.415 4.260 -2.642
F: -2.406 4.648 -0.530
F: -0.166 4.789 -0.829
H: -3.384 0.453 -8.339
H: -3.649 -0.098 -6.559
H: -2.907 1.563 -6.891
H: -0.755 0.753 -7.352
H: -1.258 -0.735 -8.290
H: -2.053 -1.127 -5.378
H: -0.748 -2.107 -6.344
H: 0.953 -0.224 -6.021
H: -0.184 0.790 -5.009
H: 1.285 -1.982 -4.329
H: 1.412 -0.362 -3.480
H: -1.454 -1.085 -3.323
H: -0.513 -2.626 -2.898
H: 0.660 -1.533 -1.227
H: -0.124 -1.470 1.368
H: -1.002 0.129 1.544
H: 1.869 -1.723 3.218
H: 3.289 -0.577 3.001
H: 1.557 0.168 3.332
C: 0.782 7.764 -1.317
C: 2.041 7.348 -0.581
O: 2.795 8.495 -0.161
C: 2.332 9.123 0.931
O: 1.363 8.807 1.577
O: 3.120 10.188 1.165
C: 2.679 11.003 2.248
H: 1.023 8.440 -2.141
H: 0.262 6.891 -1.714
H: 0.096 8.300 -0.656
H: 2.686 6.781 -1.257
H: 1.817 6.700 0.270
H: 2.529 10.414 3.155
H: 1.759 11.524 1.971
H: 3.453 11.747 2.444
C: -6.329 -1.227 -1.629
C: -7.642 -0.864 -2.297
O: -7.776 -1.527 -3.564
C: -8.132 -2.819 -3.506
O: -8.353 -3.453 -2.503
O: -8.174 -3.296 -4.764
C: -8.447 -4.692 -4.840
H: -5.490 -1.035 -2.299
H: -6.190 -0.651 -0.712
H: -6.295 -2.289 -1.373
H: -7.660 0.209 -2.502
H: -8.498 -1.085 -1.654
H: -9.353 -4.952 -4.287
H: -7.593 -5.260 -4.465
H: -8.600 -4.948 -5.889
C: 3.748 -7.891 3.390
C: 2.918 -7.491 4.596
O: 2.497 -6.126 4.500
C: 1.459 -5.898 3.673
O: 0.867 -6.730 3.032
O: 1.216 -4.578 3.666
C: 0.193 -4.179 2.748
H: 4.581 -7.197 3.249
H: 4.143 -8.902 3.512
H: 3.153 -7.864 2.474
H: 3.530 -7.567 5.498
H: 2.058 -8.152 4.732
H: -0.726 -4.747 2.904
H: 0.547 -4.296 1.721
H: -0.022 -3.124 2.922
C: 7.305 1.132 7.816
C: 5.992 1.475 7.137
O: 5.875 0.804 5.876
C: 5.536 -0.494 5.941
O: 5.319 -1.123 6.948
O: 5.508 -0.980 4.688
C: 5.254 -2.382 4.619
H: 8.147 1.332 7.148
H: 7.430 1.716 8.731
H: 7.350 0.073 8.077
H: 5.962 2.546 6.925
H: 5.135 1.247 7.776
H: 4.349 -2.651 5.168
H: 6.115 -2.935 5.003
H: 5.111 -2.649 3.571

Mulliken population analysis, charges in e, atoms 1 to 6:
1. C -0.89
2. C -0.45
3. C -0.18
4. C -0.68
5. C -0.72
6. C -0.02



[3]
Entry from the Open Molecules 2025 dataset: a 2-piece molecular cluster, C2H3N2O2 overall (the ωB97M-V functional and the def2-TZVPD basis).

Energy above the lowest of the compared OMol25 structures with the same formula, charge and spin = 614.61 kJ/mol
Net charge = +1
E_LUMO (spin up / spin down) = -6.361 / -6.361 eV
HOMO energy (spin up / spin down) = -15.27 / -15.27 eV

Element x y z (Å)
C: 1.592 0.455 -0.456
C: 0.732 -0.410 0.320
N: -1.317 0.894 0.158
N: -1.918 0.006 -0.101
O: 2.447 1.180 -0.689
O: -2.707 -0.803 -0.306
H: 0.187 -1.028 -0.402
H: 1.453 -1.186 0.744
H: -0.469 0.892 0.733

Mulliken population analysis, charges in e, atoms 1 to 6:
1. C 0.74
2. C -1.19
3. N -0.07
4. N 0.81
5. O -0.16
6. O -0.30



[4]
Entry from the Open Molecules 2025 dataset: C18H18F3N2O3PtSe as an isolated structure (the ωB97M-V functional and the def2-TZVPD basis).

Energy above the lowest of the compared OMol25 structures with the same formula, charge and spin = 49.89 kJ/mol
Spin multiplicity = 2
Net charge = 0
E_LUMO (spin up / spin down) = -1.076 / -2.045 eV
HOMO energy (spin up / spin down) = -8.55 / -8.32 eV

Element x y z (Å)
Pt: -0.857 -0.711 -0.368
F: -0.633 -0.272 4.866
C: -1.452 -0.830 3.971
F: -2.570 -0.102 3.922
F: -1.790 -2.050 4.438
C: -0.740 -0.974 2.596
O: 0.365 -1.475 2.573
O: -1.448 -0.536 1.630
Se: 0.699 -2.177 -1.290
C: 2.342 -1.179 -1.151
C: 2.944 -1.010 0.087
C: 4.154 -0.333 0.132
N: 4.776 0.148 -0.940
C: 4.188 -0.038 -2.118
C: 2.975 -0.684 -2.281
H: 2.474 -1.381 0.989
H: 4.647 -0.174 1.085
H: 4.713 0.355 -2.983
H: 2.537 -0.800 -3.264
C: 0.352 4.215 -1.756
C: 1.208 2.995 -2.115
C: 1.294 2.856 -3.642
C: 2.618 3.157 -1.531
C: 0.586 1.786 -1.553
C: 0.051 0.834 -1.037
H: 0.780 5.113 -2.208
H: 0.312 4.356 -0.676
H: -0.667 4.093 -2.125
H: 1.785 3.735 -4.065
H: 0.299 2.768 -4.079
H: 1.869 1.972 -3.919
H: 3.122 4.002 -2.006
H: 3.211 2.260 -1.700
H: 2.574 3.337 -0.457
O: -2.264 -2.460 -0.289
N: -3.073 -2.603 0.737
C: -2.822 -3.576 1.635
C: -3.679 -3.779 2.691
C: -4.793 -2.966 2.834
C: -5.017 -1.955 1.908
C: -4.141 -1.790 0.863
H: -1.922 -4.139 1.446
H: -3.449 -4.558 3.402
H: -5.472 -3.110 3.662
H: -5.862 -1.288 1.989
H: -4.224 -1.034 0.099

Mulliken population analysis, charges in e, atoms 1 to 6:
1. Pt 0.30
2. F -0.26
3. C 0.77
4. F -0.24
5. F -0.24
6. C 0.52